A 2-piece molecular cluster, CH6N2O2S overall. Source: the Open Molecules 2025 dataset; level of theory: the ωB97M-V functional and the def2-TZVPD basis.

- Gap between HOMO and LUMO (alpha / beta): 8.3 / 7.1 eV
- ΔE to the lowest compared entry with this formula, charge and spin: 143.8 kcal/mol

Each line ends with the Löwdin charge.
Cartesian coordinates (Å):
C: -0.267 1.523 0.499  -0.193
N: 0.433 -2.154 -0.140  0.072
N: 0.878 1.365 -0.395  -0.583
O: 1.845 -1.842 0.477  -0.209
O: 2.607 -1.261 -0.409  -0.185
S: 2.403 1.316 0.180  0.665
H: -0.970 0.750 0.492  0.027
H: 0.199 1.775 1.557  0.096
H: -0.930 2.465 0.217  0.103
H: 0.170 -3.038 0.310  0.066
H: 0.639 -2.470 -1.115  0.080
H: 0.838 1.250 -1.396  0.061

=====

A 2-piece molecular cluster, CH6N2O4P overall. Source: the Open Molecules 2025 dataset; level of theory: the ωB97M-V functional and the def2-TZVPD basis.

- Net charge: -1
- Gap between HOMO and LUMO: 8.7 eV
- ΔE to the lowest compared entry with this formula, charge and spin: 54.6 kcal/mol

Each line ends with the Löwdin charge.
Cartesian coordinates (Å):
C: 1.056 -0.070 -0.537  -0.655
N: 2.069 0.508 0.449  0.003
N: 0.606 -1.241 0.210  0.001
O: -2.364 -1.143 -0.601  -0.307
O: -1.533 0.314 1.416  -0.304
O: -2.658 1.349 -0.544  -0.121
O: 0.186 0.933 -0.871  -0.240
P: -1.859 0.094 0.010  0.377
H: 1.683 -0.416 -1.374  0.106
H: 3.114 0.389 0.158  0.078
H: 1.895 0.065 1.290  -0.010
H: -0.028 -1.822 -0.444  0.091
H: -2.168 1.957 -0.054  0.013
H: 0.000 -0.917 0.889  -0.033

=====

A 2-piece molecular cluster, CH6N2OP overall. Source: the Open Molecules 2025 dataset; level of theory: the ωB97M-V functional and the def2-TZVPD basis.

- Net charge: +1
- Gap between HOMO and LUMO: 10.3 eV
- ΔE to the lowest compared entry with this formula, charge and spin: 45.3 kcal/mol

Each line ends with the Löwdin charge.
Cartesian coordinates (Å):
C: 0.758 0.213 -1.324  -0.197
N: 0.406 1.064 -0.475  0.209
N: 0.763 -0.567 -2.213  0.302
O: -1.340 0.288 1.025  -0.447
P: -0.692 -1.018 1.886  0.897
H: 1.017 1.838 -0.368  0.145
H: -0.438 0.959 0.240  0.051
H: 1.138 -1.528 -2.318  0.157
H: -1.967 0.217 0.331  0.067
H: 0.200 -1.389 0.780  -0.099
H: 0.154 -0.078 2.437  -0.084

=====

A 2-piece molecular cluster, CH6N2OS overall. Source: the Open Molecules 2025 dataset; level of theory: the ωB97M-V functional and the def2-TZVPD basis.

- Gap between HOMO and LUMO: 9.5 eV
- ΔE to the lowest compared entry with this formula, charge and spin: 85.7 kcal/mol

Each line ends with the Löwdin charge.
Cartesian coordinates (Å):
C: 1.976 -0.088 0.512  -0.166
N: -0.778 1.279 0.151  -0.411
N: 1.410 -0.842 -0.289  -0.038
O: -2.760 -0.204 -0.921  -0.424
S: -1.191 -0.149 -0.321  0.809
H: 1.927 1.005 0.449  0.071
H: 2.410 -0.510 1.401  0.065
H: -0.224 1.117 0.999  -0.054
H: -3.454 0.338 -0.477  0.065
H: 1.394 -1.779 0.162  0.070
H: -0.709 -0.166 -1.666  0.013

=====

A 2-piece molecular cluster, CH6N2OS2 overall. Source: the Open Molecules 2025 dataset; level of theory: the ωB97M-V functional and the def2-TZVPD basis.

- Gap between HOMO and LUMO: 8.9 eV
- ΔE to the lowest compared entry with this formula, charge and spin: 15.6 kcal/mol

Each line ends with the Löwdin charge.
Cartesian coordinates (Å):
N: 1.560 -0.241 1.157  0.087
C: 1.544 -0.288 -0.278  -0.651
N: 0.514 -1.010 -0.766  0.159
O: 2.401 0.233 -0.960  0.055
H: 2.467 -0.570 1.491  0.090
H: 1.520 0.711 1.478  0.075
H: -0.210 -1.308 -0.142  0.071
H: 0.177 -0.865 -1.699  0.101
S: -2.920 0.186 -0.780  0.219
S: -2.128 1.433 0.708  0.253
H: -3.872 1.065 -1.121  -0.205
H: -1.052 0.655 0.911  -0.254

=====

An isolated ion of composition CH6N2P and charge +1. Source: the Open Molecules 2025 dataset; level of theory: the ωB97M-V functional and the def2-TZVPD basis.

- Net charge: +1
- Gap between HOMO and LUMO: 11.0 eV
- ΔE to the lowest compared entry with this formula, charge and spin: 23.1 kcal/mol

Each line ends with the Löwdin charge.
Cartesian coordinates (Å):
C: -0.633 0.311 -0.115  -0.326
N: -1.864 0.210 0.238  0.165
N: 0.272 -0.451 0.365  -0.132
P: 2.295 -0.116 0.226  0.952
H: -0.180 1.196 -0.574  0.150
H: -2.528 0.367 -0.501  0.134
H: -1.944 -0.789 0.682  0.189
H: 0.192 -1.271 1.036  0.135
H: 2.104 1.112 -0.238  -0.169
H: 2.285 -0.569 -1.118  -0.099

=====

no.,F_max (hartree/bohr)
1,0.08251
2,0.09489
3,0.03788
4,0.04382
5,0.02283
6,0.10418